*1*
{
  "formula": "C5H11N2O",
  "method": "ωB97M-V/def2-TZVPD",
  "species": ["C", "C", "C", "C", "C", "N", "N", "O", "H", "H", "H", "H", "H", "H", "H", "H", "H", "H", "H"],
  "positions_angstrom": [[0.6674, -0.6388, 0.3674], [0.9400, -2.3726, -0.5884], [-0.3119, 1.4661, 0.0694], [1.1339, 1.5568, -0.4533], [-1.8443, -0.3991, 0.5866], [-0.4906, 0.0843, 0.2625], [1.7552, 0.3499, 0.2029], [-2.6717, -0.1362, -0.5373], [1.9925, -2.7993, -0.3636], [0.1189, -3.1494, -0.2381], [-0.5794, 1.9700, 0.9807], [-0.9798, 1.7737, -0.7618], [1.1527, 1.5009, -1.5893], [1.6613, 2.3967, -0.2286], [-2.2690, 0.1500, 1.4174], [-1.8221, -1.4797, 0.7932], [2.0388, 0.7011, 1.1955], [2.5314, 0.0013, -0.3466], [-3.0232, -0.9757, -0.7687]],
  "multiplicity": 1,
  "homo_lumo_gap_ha": [0.279, 0.312],
  "charge": 1
}


*2*
{
  "formula": "C5H11N2O",
  "method": "ωB97M-V/def2-TZVPD",
  "species": ["C", "C", "N", "C", "C", "N", "C", "O", "H", "H", "H", "H", "H", "H", "H", "H", "H", "H", "H"],
  "positions_angstrom": [[0.0770, -2.3341, -0.6897], [-0.3367, -1.4444, 0.1920], [-0.2418, -1.5414, 1.5950], [-0.8305, -0.0872, -0.2648], [0.1923, 0.9615, 0.1292], [-0.2914, 2.3663, -0.1493], [1.5714, 0.8164, -0.5098], [1.9588, 1.6266, -1.2984], [-0.0044, -2.2160, -1.7660], [0.4939, -3.3029, -0.4528], [0.0542, -2.4630, 1.8922], [-1.1451, -1.3581, 2.0175], [-1.8185, 0.1068, 0.1515], [-0.9724, -0.1040, -1.3552], [0.3312, 0.8975, 1.2090], [-0.6499, 2.5149, -1.0926], [0.5075, 3.0007, -0.0201], [-1.0002, 2.6148, 0.5433], [2.1045, -0.0544, -0.1309]],
  "smiles": "C=C(N)C[C@H]([NH3+])C=O",
  "multiplicity": 1,
  "homo_lumo_gap_ha": 0.328,
  "charge": 1
}


What should be chosen as the least stable of them? Choose *1*.


*1*
{
  "formula": "C7H14O3",
  "method": "ωB97M-V/def2-TZVPD",
  "species": ["C", "C", "O", "C", "C", "C", "O", "C", "C", "H", "H", "H", "H", "H", "H", "H", "H", "H", "H", "H", "H", "O", "H", "H"],
  "positions_angstrom": [[2.6189, -0.3761, 0.8306], [1.3030, -0.5502, 0.1081], [0.6085, -1.6732, 0.6488], [-0.7124, -1.5982, 0.1645], [-1.0501, -0.1194, 0.1761], [-2.3512, 0.4507, -0.1639], [-2.0519, 0.2983, 1.1999], [0.2877, 0.6254, 0.1830], [0.4491, 1.5628, 1.3728], [2.4670, -0.2281, 1.9078], [3.2470, -1.2645, 0.6838], [3.1557, 0.4952, 0.4316], [1.5069, -0.7568, -0.9593], [-0.7644, -1.9844, -0.8701], [-1.3775, -2.2009, 0.7936], [-2.5073, 1.4965, -0.4489], [-2.8823, -0.1508, -0.9988], [0.3659, 1.2147, -0.7419], [0.3966, 1.0191, 2.3258], [1.4109, 2.0894, 1.3200], [-0.3439, 2.3220, 1.3698], [-1.4861, -0.5596, -3.1170], [-0.6244, -0.3462, -2.5888], [-1.6659, 0.2342, -3.6274]],
  "smiles": "C[C@H]1OC[C@]2(CO2)[C@H]1C.O",
  "multiplicity": 1,
  "homo_lumo_gap_ha": 0.378,
  "charge": 0
}


*2*
{
  "formula": "C7H14O3",
  "method": "ωB97M-V/def2-TZVPD",
  "species": ["C", "O", "C", "C", "C", "C", "O", "C", "C", "O", "H", "H", "H", "H", "H", "H", "H", "H", "H", "H", "H", "H", "H", "H"],
  "positions_angstrom": [[-1.4389, -1.7962, 1.1990], [-1.3667, -0.4771, 0.7275], [-0.0693, -0.1618, 0.1125], [-0.0803, 1.3298, -0.3389], [-0.3071, 2.3330, 0.7941], [-1.1459, 1.5360, -1.4484], [0.1552, -1.0828, -0.9847], [1.5473, -1.3393, -1.0542], [1.9187, -1.2936, 0.4164], [1.0278, -0.3227, 0.9649], [-1.3696, -2.5413, 0.3801], [-0.6377, -2.0322, 1.8873], [-2.3840, -1.9481, 1.7026], [0.9091, 1.4795, -0.8257], [-0.1875, 3.3497, 0.4669], [0.4079, 2.1488, 1.6194], [-1.3017, 2.1964, 1.1982], [-0.9559, 0.8091, -2.2421], [-1.1566, 2.5507, -1.8665], [-2.1768, 1.3724, -1.0428], [2.0861, -0.5480, -1.5983], [1.7706, -2.2985, -1.5487], [2.9775, -0.9917, 0.5399], [1.7776, -2.2722, 0.9414]],
  "smiles": "COC1(C(C)C)OCCO1",
  "multiplicity": 1,
  "homo_lumo_gap_ha": 0.407,
  "charge": 0
}


What should be chosen as the least stable of them? Choose *1*.


*1*
{
  "formula": "C7H14O3",
  "method": "ωB97M-V/def2-TZVPD",
  "species": ["C", "C", "C", "C", "C", "C", "C", "O", "O", "O", "H", "H", "H", "H", "H", "H", "H", "H", "H", "H", "H", "H", "H", "H"],
  "positions_angstrom": [[-0.3325, -0.6018, -0.1368], [0.2811, -0.8819, 2.3275], [0.6249, 0.2634, 0.2761], [-1.7859, -0.2810, -0.0142], [0.0252, -1.8904, -0.7918], [0.5247, 2.5027, -2.2844], [0.4303, 0.9860, -2.1581], [1.5670, -0.9345, 2.8484], [-0.5400, 0.0638, 2.9315], [0.4557, 0.2569, -3.1105], [1.9455, -0.0461, 2.8136], [-0.6040, -0.1098, 3.8872], [-0.1180, -1.8972, 2.3127], [1.6722, 0.0173, 0.1742], [0.3645, 1.2183, 0.7086], [-2.2528, -0.3305, -1.0015], [-2.2771, -1.0276, 0.6158], [-1.9560, 0.7017, 0.4204], [-0.6639, -2.6882, -0.5077], [1.0465, -2.1945, -0.5656], [-0.0502, -1.7428, -1.8759], [0.5942, 2.8190, -3.3313], [1.4005, 2.8462, -1.7280], [-0.3518, 2.9509, -1.8102]],
  "multiplicity": 1,
  "homo_lumo_gap_ha": [0.271, 0.253],
  "charge": 0
}


*2*
{
  "formula": "C7H14O3",
  "method": "ωB97M-V/def2-TZVPD",
  "species": ["C", "C", "C", "C", "C", "C", "C", "H", "H", "H", "H", "H", "H", "H", "H", "H", "H", "H", "H", "H", "H", "O", "O", "O"],
  "positions_angstrom": [[1.6962, 1.2384, 0.9759], [1.0325, 0.7316, -0.4075], [-0.3574, 1.2712, -0.6038], [-1.4600, 0.4685, 0.0045], [-1.2926, -1.0458, -0.2275], [0.1188, -1.5272, 0.1409], [1.1608, -0.7446, -0.7118], [2.3458, 2.3035, 0.7972], [0.9568, 1.2806, 1.7756], [2.4211, 0.0607, 0.9732], [1.7976, 0.9830, -1.2896], [-0.4040, 2.2838, -0.0554], [-0.7341, 1.3922, -1.7608], [-1.4156, 0.5222, 1.1706], [-3.4509, 1.0802, 1.0611], [-1.3270, -1.5187, -1.2221], [-2.9040, -0.9258, 0.6018], [0.0743, -2.6023, -0.1556], [0.1806, -1.3906, 1.1599], [0.8430, -0.9455, -1.7556], [3.3393, -0.5008, -0.1463], [-2.7996, 0.8315, -0.5062], [-2.2449, -1.8229, 0.4558], [2.4233, -1.4232, -0.2743]],
  "multiplicity": 1,
  "homo_lumo_gap_ha": 0.271,
  "charge": 0
}


What should be chosen as the least stable of them? Choose *2*.


*1*
{
  "formula": "C14H22N2O3",
  "method": "ωB97M-V/def2-TZVPD",
  "species": ["C", "H", "H", "H", "C", "N", "H", "C", "C", "O", "H", "C", "O", "C", "C", "C", "C", "C", "C", "H", "H", "C", "H", "C", "O", "N", "H", "H", "H", "H", "H", "H", "H", "H", "H", "H", "C", "H", "H", "H", "H"],
  "positions_angstrom": [[-6.2686, -0.3686, -0.0090], [-6.3197, 0.6825, 0.0819], [-6.8864, -0.8411, 0.4590], [-6.4331, -0.6014, -1.1763], [-4.8739, -0.9460, 0.1488], [-4.0252, 0.0172, -0.3488], [-4.1281, -0.1891, -1.2343], [-2.6031, 0.0574, -0.1049], [-1.9185, 1.2981, -0.6352], [-2.5309, 2.3924, -0.2033], [-3.5648, 2.3824, -0.1614], [-0.5476, 1.4933, -0.0942], [0.3235, 0.1108, -0.5658], [1.6268, 0.2709, -0.0394], [2.2779, 1.0777, 0.5928], [3.5481, 0.8389, 1.1644], [4.3304, -0.4131, 0.6343], [3.5661, -1.2099, -0.1384], [2.3861, -0.8391, -0.6086], [1.7123, -1.5986, -1.0454], [4.0671, -2.0380, -0.6791], [5.6254, -0.3817, 1.0537], [6.0548, 0.2817, 1.7775], [6.5862, -0.1207, -0.1207], [7.5897, -0.6890, -0.8484], [6.4098, 0.9908, -0.9576], [5.4975, 1.2903, -0.7292], [6.8885, 1.3866, -1.7983], [5.8446, -1.5498, 1.2966], [4.1657, 1.5487, 1.7371], [1.8093, 2.0870, 1.0504], [-0.0453, 2.3166, -0.4754], [-0.4486, 1.4580, 1.1255], [-1.8269, 1.0563, -1.6604], [-2.5931, 0.0121, 1.1147], [-2.0048, -0.6628, -0.2720], [-4.6398, -2.2532, -0.1390], [-5.3912, -2.8376, 0.8476], [-4.7951, -2.4284, -1.0129], [-3.7842, -2.4294, 0.4406], [-4.6814, -0.6520, 1.5328]],
  "multiplicity": 1,
  "homo_lumo_gap_ha": 0.319,
  "charge": 0
}


*2*
{
  "formula": "C14H22N2O3",
  "method": "ωB97M-V/def2-TZVPD",
  "species": ["C", "C", "C", "C", "C", "C", "C", "C", "N", "C", "C", "C", "C", "O", "C", "O", "N", "C", "O", "H", "H", "H", "H", "H", "H", "H", "H", "H", "H", "H", "H", "H", "H", "H", "H", "H", "H", "H", "H", "H", "H"],
  "positions_angstrom": [[-4.4627, -0.7694, 0.5832], [-3.2892, -1.6934, 0.2810], [-2.0352, -0.9510, -0.1834], [-1.4308, -0.0394, 0.8958], [-1.8457, 1.4406, 0.8087], [-0.7199, 2.3411, 0.2942], [-0.3849, 2.0805, -1.1786], [1.0948, 2.3032, -1.4927], [1.9285, 1.3550, -0.7696], [1.8009, 0.0344, -0.9822], [2.4705, -0.9348, -0.2997], [2.1648, -2.3456, -0.6502], [3.0016, -3.4038, -0.0050], [1.2655, -2.5968, -1.4255], [3.4080, -0.5322, 0.7388], [4.0857, -1.2327, 1.4533], [3.4800, 0.8573, 0.8784], [2.8015, 1.8365, 0.2029], [2.9492, 3.0124, 0.4268], [-4.2224, -0.0885, 1.3954], [-4.7231, -0.1825, -0.2954], [-5.3347, -1.3514, 0.8735], [-3.0494, -2.2770, 1.1727], [-3.5837, -2.3970, -0.5011], [-2.2876, -0.3694, -1.0726], [-1.2926, -1.6960, -0.4788], [-1.7109, -0.4377, 1.8723], [-0.3412, -0.0999, 0.8413], [-2.1325, 1.7980, 1.7995], [-2.7150, 1.5500, 0.1597], [-1.0019, 3.3875, 0.4244], [0.1650, 2.1720, 0.9117], [-0.9755, 2.7360, -1.8194], [-0.6432, 1.0530, -1.4313], [1.4119, 3.3003, -1.1800], [1.2774, 2.1866, -2.5646], [1.1106, -0.2711, -1.7584], [2.6893, -4.3834, -0.3572], [4.0518, -3.2381, -0.2346], [2.9019, -3.3433, 1.0765], [4.1231, 1.1899, 1.5900]],
  "smiles": "CCCCCCCCn1cc(C(C)=O)c(=O)[nH]c1=O",
  "multiplicity": 1,
  "homo_lumo_gap_ha": 0.346,
  "charge": 0
}


What should be chosen as the least stable of them? Choose *1*.


*1*
{
  "formula": "BrH14O7",
  "method": "ωB97M-V/def2-TZVPD",
  "species": ["Br", "O", "H", "H", "O", "H", "H", "O", "H", "H", "O", "H", "H", "O", "H", "H", "O", "H", "H", "O", "H", "H"],
  "positions_angstrom": [[5.6055, 6.6225, 7.2935], [5.8284, 5.7854, 10.7587], [4.9309, 5.4768, 10.8830], [5.8723, 6.0296, 9.8342], [6.8389, 9.7908, 7.8827], [6.3135, 8.9922, 7.8338], [7.3513, 9.7909, 7.0742], [3.7635, 6.6716, 4.2633], [4.4777, 6.6260, 3.6277], [4.0268, 6.0744, 4.9635], [8.6106, 5.2146, 8.0396], [7.8856, 5.8221, 8.1862], [8.4876, 4.9062, 7.1419], [7.6394, 4.8814, 5.2567], [6.8690, 5.0575, 5.7968], [7.9265, 5.7447, 4.9594], [3.2788, 9.2063, 7.3704], [3.7259, 8.3638, 7.2892], [3.9087, 9.8454, 7.0372], [2.8702, 4.2113, 7.7446], [3.0616, 3.2818, 7.6195], [3.7300, 4.6299, 7.7861]],
  "multiplicity": 1,
  "homo_lumo_gap_ha": 0.344,
  "charge": -1
}


*2*
{
  "formula": "BrH14O7",
  "method": "ωB97M-V/def2-TZVPD",
  "species": ["Br", "O", "H", "H", "O", "H", "H", "O", "H", "H", "O", "H", "H", "O", "H", "H", "O", "H", "H", "O", "H", "H"],
  "positions_angstrom": [[0.9096, 0.1509, -0.2619], [-0.0152, -2.7094, -2.5691], [0.5045, -2.0845, -2.1338], [0.5587, -3.4243, -2.8687], [-0.2944, 3.0368, -1.8626], [0.3244, 3.6988, -2.0269], [0.1092, 2.4539, -1.2637], [0.9946, -3.0049, 0.8449], [0.8748, -2.1266, 0.4284], [1.8916, -3.0841, 1.2033], [-1.0582, 3.1241, 1.0214], [-0.5971, 2.3312, 1.0805], [-1.7666, 2.9964, 0.3427], [-1.6106, -0.3516, -2.6210], [-0.8269, -0.1680, -2.1338], [-1.5921, -1.2675, -2.8438], [-0.7276, 0.8558, 2.6611], [-1.4723, 0.5772, 3.2006], [-0.8002, 0.4123, 1.8293], [1.7882, -0.4867, 2.9802], [1.9616, -0.2976, 2.0259], [0.8440, -0.6321, 2.9670]],
  "multiplicity": 1,
  "homo_lumo_gap_ha": 0.341,
  "charge": -1
}


What should be chosen as the least stable of them? Choose *2*.


*1*
{
  "formula": "C7H8N4O3",
  "method": "ωB97M-V/def2-TZVPD",
  "species": ["C", "C", "C", "C", "C", "C", "C", "N", "N", "N", "N", "O", "O", "O", "H", "H", "H", "H", "H", "H", "H", "H"],
  "positions_angstrom": [[-3.0588, 1.3830, -2.1748], [-3.8201, 1.2331, -1.0576], [-1.1171, 1.8466, 0.5137], [-0.1263, -0.0672, 1.3943], [0.9850, 1.1180, -0.3777], [-0.5538, -1.1096, 0.4093], [0.6257, -0.0565, -1.2382], [-2.3673, 1.5190, -3.1067], [-1.7701, 2.7460, 0.8571], [-4.5767, 1.0851, -0.1765], [0.0352, 1.2247, 0.7697], [-5.3715, 0.8779, 0.6709], [-2.7773, 3.3734, 0.8530], [0.4936, -1.3243, -0.5562], [-1.0442, 0.1126, 2.0568], [0.6731, -0.5367, 1.9732], [2.1109, 1.0461, -0.0325], [0.7678, 2.1268, -0.8574], [-0.4847, -2.1190, 0.9079], [-1.4571, -1.0037, -0.0653], [-0.2900, 0.1316, -1.8394], [1.5711, -0.2967, -2.0025]],
  "multiplicity": 1,
  "homo_lumo_gap_ha": [0.314, 0.314],
  "charge": 0
}


*2*
{
  "formula": "C7H8N4O3",
  "method": "ωB97M-V/def2-TZVPD",
  "species": ["C", "C", "O", "C", "N", "N", "C", "C", "C", "N", "C", "N", "O", "O", "H", "H", "H", "H", "H", "H", "H", "H"],
  "positions_angstrom": [[-3.0956, 0.5775, -1.1172], [-1.6644, 1.1584, -1.3292], [-1.4087, 2.2935, -1.5831], [-0.4875, 0.1371, -1.0104], [0.6615, 0.1616, -1.7473], [1.6612, 0.2115, -1.1540], [1.5654, 0.0956, 0.3384], [2.4251, -1.2551, 0.5629], [2.3086, 1.1905, 0.9528], [2.8516, 2.1129, 1.3554], [0.0998, 0.2056, 0.7287], [-0.4944, -0.9938, 1.4411], [-0.9234, -0.8211, 2.5768], [-0.5212, -2.0264, 0.8254], [-3.1194, -0.4995, -1.0495], [-3.6811, 1.0116, -1.8536], [-3.4035, 0.9404, -0.0806], [-0.7117, -0.9473, -1.1649], [2.0186, -2.1715, 0.1048], [2.5374, -1.3763, 1.6830], [3.4923, -1.0474, 0.1829], [-0.1108, 1.0424, 1.3374]],
  "smiles": "CC(=O)[C@H]1N=N[C@@](C)(C#N)[C@@H]1[N+](=O)[O-]",
  "multiplicity": 1,
  "homo_lumo_gap_ha": 0.351,
  "charge": 0
}


What should be chosen as the least stable of them? Choose *1*.